Record 1
{"formula": "CH4N2OS", "method": "ωB97M-V with the def2-TZVPD basis set", "species": ["C", "N", "N", "O", "S", "H", "H", "H", "H"], "coordinates": [[1.5324, 1.3184, 0.0812], [-2.2024, -0.5799, -0.1110], [-1.5075, -0.0509, -0.9328], [-0.6419, 2.6462, 0.3796], [-0.0664, 1.3037, 0.4383], [2.2746, 2.1138, -0.2174], [-2.2965, -0.4254, 0.8963], [-2.9391, -1.2935, -0.4944], [1.8862, 0.2505, -0.1126]], "atomic_forces_ev_per_a": [[0.267, -1.616, -0.599], [-2.449, -2.188, -2.328], [0.046, 0.303, -0.512], [-0.693, 0.181, 0.108], [2.984, 1.028, 0.504], [-1.513, -0.647, 0.269], [0.620, 0.611, 0.685], [1.075, 0.897, 1.195], [-0.337, 1.431, 0.679]], "lumo_ev": 0.31, "e_homo_ev": -8.3354, "gap_ev": 8.64}


Record 2
{"formula": "C4H11S2", "method": "ωB97M-V with the def2-TZVPD basis set", "species": ["C", "S", "C", "H", "H", "H", "H", "H", "H", "C", "C", "S", "H", "H", "H", "H", "H"], "coordinates": [[-2.2562, -1.4103, -0.9251], [-2.6947, -1.7253, 0.7861], [-2.0856, -0.2010, 1.5554], [-2.2129, -2.3508, -1.4808], [-1.2954, -0.9044, -1.0319], [-3.0124, -0.7918, -1.4008], [-2.6849, 0.6370, 1.2172], [-2.2006, -0.3947, 2.6234], [-1.0485, 0.0538, 1.3039], [3.0958, 1.2911, -0.1075], [1.9329, 0.3952, -0.5057], [0.3738, 1.2976, -0.8376], [2.7851, 1.9918, 0.6719], [3.4027, 1.8945, -0.9690], [3.9572, 0.6978, 0.2216], [1.7394, -0.3276, 0.2906], [2.2043, -0.1528, -1.4116]], "atomic_forces_ev_per_a": [[-0.061, -0.078, -0.581], [0.379, -0.055, 0.090], [0.068, -0.210, -0.065], [-0.049, -0.053, 0.225], [0.057, 0.088, 0.243], [-0.073, 0.160, -0.055], [-0.189, 0.165, 0.199], [-0.010, 0.336, 0.004], [-0.157, -0.348, -0.062], [-0.033, 0.159, -0.250], [-0.440, 0.160, -0.094], [0.152, 0.061, -0.009], [0.086, -0.136, 0.067], [-0.011, -0.013, 0.090], [0.067, 0.073, 0.101], [0.129, -0.141, 0.009], [0.084, -0.169, 0.087]], "lumo_ev": 3.28, "e_homo_ev": -2.5140, "gap_ev": 5.79, "charge": -1}


Record 3
{"formula": "CHCl2O2P", "method": "ωB97M-V with the def2-TZVPD basis set", "species": ["C", "O", "O", "P", "Cl", "Cl", "H"], "coordinates": [[0.7159, -0.2233, -0.1297], [-1.6315, 0.1912, 0.9853], [-1.8530, 0.3288, -0.4332], [-0.5917, 1.1150, 0.1834], [1.8089, -0.2795, 1.2500], [1.5572, 0.0533, -1.6483], [-0.0058, -1.1854, -0.2075]], "atomic_forces_ev_per_a": [[-2.500, -1.609, -0.072], [-0.517, -0.766, 2.231], [-1.132, -0.274, -2.061], [2.097, 0.879, -0.270], [-0.083, -0.113, -0.022], [-0.039, -0.001, -0.029], [2.174, 1.883, 0.223]], "lumo_ev": -0.24, "e_homo_ev": -10.3150, "gap_ev": 10.08, "smiles": "ClC(Cl)p1oo1"}


Record 4
{"formula": "C6H10O", "method": "ωB97M-V with the def2-TZVPD basis set", "species": ["C", "C", "C", "C", "C", "O", "C", "H", "H", "H", "H", "H", "H", "H", "H", "H", "H"], "coordinates": [[1.2383, -0.3476, -1.8175], [0.0396, -0.1561, -0.9085], [0.0500, -0.9903, 0.3935], [-0.0952, 0.3816, 1.1212], [-1.4023, 0.1695, 1.8669], [-0.2859, 0.7483, 2.4234], [-0.0326, 1.1823, -0.1335], [2.1697, -0.1583, -1.2708], [1.2782, -1.3674, -2.2184], [1.2005, 0.3436, -2.6660], [-0.8840, -0.3285, -1.4673], [-0.6689, -1.8170, 0.4152], [1.0120, -1.3745, 0.6711], [-2.1734, 0.8457, 1.5855], [-1.7509, -0.7263, 2.3704], [0.8744, 1.7669, -0.2039], [-0.8700, 1.8462, -0.3413]], "atomic_forces_ev_per_a": [[0.088, 0.075, -0.125], [-0.109, -0.196, -0.413], [2.307, 0.222, 0.046], [-4.129, -2.749, -0.615], [-0.946, 1.271, -0.199], [1.948, 0.713, 1.771], [0.316, 0.352, -0.077], [-0.117, -0.051, -0.069], [-0.010, 0.152, 0.107], [0.029, -0.055, 0.074], [0.062, 0.001, 0.044], [-0.137, 0.606, 0.584], [0.869, -0.795, -0.606], [-0.769, 0.678, 0.106], [0.321, -0.365, -0.486], [0.397, 0.147, -0.163], [-0.120, -0.007, 0.022]], "lumo_ev": 1.06, "e_homo_ev": -8.9829, "gap_ev": 10.04, "smiles": "C[C@H]1C[C@]2(CO2)C1"}


Record 5
{"formula": "C5H17NO2", "method": "ωB97M-V with the def2-TZVPD basis set", "species": ["C", "C", "C", "C", "N", "C", "H", "H", "H", "H", "H", "H", "H", "H", "H", "H", "H", "H", "H", "H", "H", "O", "H", "H", "O"], "coordinates": [[0.6011, 0.2488, -1.9784], [0.9179, 0.1545, -0.4673], [1.2358, -1.2807, -0.0015], [0.8654, -1.5054, 1.4778], [-0.5629, -1.5586, 1.8166], [-1.2838, -2.5907, 1.0860], [0.6597, -0.7696, -2.3612], [1.3673, 0.7712, -2.5454], [-0.3738, 0.6532, -2.1831], [1.9285, 0.5654, -0.4490], [0.2695, 0.6955, 0.2065], [0.7856, -2.0381, -0.6422], [2.3065, -1.4848, 0.0013], [1.3509, -2.4068, 1.8635], [1.3282, -0.7062, 2.0653], [-0.9338, -0.6286, 1.6988], [-2.3684, -2.5076, 1.1760], [-0.9920, -2.5709, 0.0417], [-1.1397, -3.5487, 1.5853], [-0.1599, 2.7348, -0.3651], [1.1046, 2.9311, 0.4956], [0.7366, 3.0990, -0.3807], [-2.8782, 2.5670, -0.6551], [-2.2236, 1.7066, -1.6200], [-2.0513, 2.4909, -1.0827]], "atomic_forces_ev_per_a": [[0.175, -0.852, 0.451], [2.103, -0.784, -1.109], [-0.534, -0.268, 1.035], [-0.144, -0.158, 0.167], [0.526, 0.137, 0.234], [-0.350, 0.293, 0.617], [-0.386, -0.083, -0.243], [-0.172, 0.468, 0.170], [-0.323, 0.210, -0.268], [-0.328, 0.859, 0.685], [-0.248, -0.024, -0.038], [-0.092, -0.037, -0.007], [0.137, 0.176, -0.480], [-0.148, -0.196, -0.192], [-0.173, 0.127, -0.017], [-0.419, -0.056, -0.178], [0.007, 0.642, -0.142], [-0.235, -0.605, -0.297], [0.648, -0.223, -0.374], [0.008, 0.194, -0.086], [-0.108, 0.031, -0.214], [0.076, 0.188, 0.223], [-1.398, 0.608, 1.090], [0.476, 0.072, -0.186], [0.901, -0.718, -0.841]], "lumo_ev": 0.41, "e_homo_ev": -8.6893, "gap_ev": 9.10, "smiles": "CCCCNC.O.O"}


Record 6
{"formula": "C5H14NO2P", "method": "ωB97M-V with the def2-TZVPD basis set", "species": ["C", "C", "C", "C", "C", "N", "O", "O", "P", "H", "H", "H", "H", "H", "H", "H", "H", "H", "H", "H", "H", "H", "H"], "coordinates": [[-0.3187, -1.5525, -1.2440], [-2.0439, 0.1946, -1.1011], [-0.3406, 0.0055, 1.5028], [-0.5102, -0.0301, -1.0957], [0.2212, 0.5949, 0.1912], [0.3251, 2.0511, 0.1605], [2.6202, 0.8786, 1.4306], [2.0183, -1.3454, 1.1038], [2.0512, 0.0184, 0.1691], [-0.9999, -2.1785, -0.5415], [0.7841, -1.9427, -1.0270], [-0.5649, -1.7386, -2.3488], [-2.3799, -0.5326, -0.4404], [-2.2375, 1.0893, -0.4792], [-2.5809, 0.0958, -2.0655], [0.2981, 0.2330, 2.3790], [-0.4391, -1.0278, 1.5909], [-1.1732, 0.4444, 1.9946], [0.0320, 0.3773, -1.8881], [0.1715, 2.3726, -0.7813], [3.0651, 1.6314, 1.1460], [-0.3488, 2.3786, 0.8174], [2.3506, -2.0173, 0.5267]], "atomic_forces_ev_per_a": [[0.910, -1.695, -0.085], [1.297, 1.704, 0.297], [1.776, 1.914, 1.571], [-0.064, -1.222, 2.116], [-1.099, -0.870, -1.308], [-0.355, -1.613, 0.347], [-0.177, -2.303, 1.297], [0.224, 0.216, 1.152], [-0.163, 0.462, -0.325], [0.955, 1.098, -1.312], [-2.283, 1.031, -0.744], [0.252, -0.338, 1.636], [-1.044, -1.708, 0.921], [-0.354, 0.243, -1.135], [0.528, 0.436, 0.594], [0.727, -0.116, -0.694], [-0.179, -1.730, -0.686], [-1.751, 0.828, -0.814], [0.510, 1.079, -1.640], [-0.162, 0.345, -0.049], [0.856, 2.388, -0.841], [-0.563, 0.927, 0.239], [0.158, -1.079, -0.536]], "lumo_ev": [0.86, -2.17], "spin_multiplicity": 3, "e_homo_ev": [-3.9437, -9.5630], "s2": 2.00, "gap_ev": [4.80, 7.39]}


Record 7
{"formula": "C36H47BBr2HgN10OP", "method": "ωB97M-V with the def2-TZVPD basis set", "species": ["Hg", "C", "C", "N", "N", "C", "B", "N", "C", "C", "C", "N", "N", "C", "C", "C", "N", "H", "H", "H", "H", "H", "H", "H", "H", "H", "H", "Br", "C", "C", "C", "N", "C", "C", "C", "C", "C", "Br", "C", "C", "N", "H", "H", "H", "H", "H", "H", "C", "C", "O", "N", "C", "C", "C", "C", "C", "C", "N", "H", "H", "H", "H", "H", "H", "H", "H", "H", "H", "C", "C", "C", "P", "C", "C", "C", "C", "C", "C", "H", "H", "H", "H", "H", "H", "H", "H", "H", "H", "H", "H", "H", "H", "H", "H", "H", "H", "H", "H", "H"], "coordinates": [[-0.9239, 0.1871, 0.3239], [-3.0884, -4.0111, 1.8234], [-2.3236, -3.2896, 0.8975], [-2.2992, -1.9977, 1.2024], [-3.0454, -1.8563, 2.3139], [-3.5297, -3.0490, 2.7063], [-3.3918, -0.4829, 2.9343], [-2.1615, 0.2055, 3.5644], [-2.0033, 0.5189, 4.8638], [-0.7728, 1.1201, 5.0216], [-0.2376, 1.1362, 3.7270], [-1.0766, 0.5801, 2.8634], [-4.0358, 0.4217, 1.8632], [-5.3260, 0.7924, 1.7810], [-5.4966, 1.5214, 0.6218], [-4.2196, 1.5486, 0.0462], [-3.3526, 0.8856, 0.7990], [-3.2928, -5.0671, 1.8431], [-1.8063, -3.6434, 0.0198], [-4.1600, -3.1194, 3.5766], [-4.1967, -0.6666, 3.8104], [-2.7790, 0.2925, 5.5756], [-0.3348, 1.4930, 5.9308], [0.7053, 1.5291, 3.3816], [-6.0226, 0.5113, 2.5530], [-6.4030, 1.9716, 0.2555], [-3.8738, 2.0322, -0.8543], [-6.1441, 1.2002, -4.3863], [-4.6350, 0.5131, -3.4819], [-4.7838, -0.5036, -2.5602], [-3.6427, -0.9335, -1.8986], [-2.4302, -0.4449, -2.1307], [-2.3017, 0.5236, -3.0375], [-3.3858, 1.0504, -3.7312], [-0.9175, 1.0428, -3.2566], [-0.5525, 1.6748, -4.4424], [0.7474, 2.1303, -4.5605], [1.2953, 2.9896, -6.1506], [1.6480, 1.9547, -3.5246], [1.1839, 1.3079, -2.3887], [-0.0558, 0.8602, -2.2620], [-5.7506, -0.9284, -2.3340], [-3.7088, -1.6889, -1.1240], [-3.2722, 1.8722, -4.4226], [-1.2488, 1.7934, -5.2593], [2.6688, 2.3022, -3.5950], [1.8327, 1.1479, -1.5333], [-2.3022, 3.9248, 1.4586], [-1.3809, 3.8943, 0.2663], [-1.6269, 3.2737, -0.7541], [-0.2309, 4.6134, 0.4192], [0.8964, 4.4295, -0.4648], [1.9992, 3.6533, 0.2127], [3.3043, 4.1249, 0.2558], [4.2658, 3.3764, 0.9194], [3.8899, 2.1830, 1.5089], [2.5629, 1.7847, 1.3996], [1.6348, 2.5004, 0.7771], [-3.3358, 3.9565, 1.1252], [-2.0972, 4.7666, 2.1196], [-2.1603, 2.9925, 2.0104], [-0.0443, 4.9773, 1.3387], [1.2731, 5.3914, -0.8186], [0.5230, 3.8706, -1.3245], [3.5573, 5.0662, -0.2150], [5.2893, 3.7242, 0.9768], [4.6022, 1.5636, 2.0369], [2.2329, 0.8370, 1.8103], [3.5383, -1.6639, 2.3661], [3.1956, -2.7132, 1.3064], [4.4486, -3.5112, 0.9414], [2.1889, -1.9209, -0.0576], [1.0501, -3.2959, -0.5693], [1.5632, -4.7325, -0.6390], [0.3137, -2.8930, -1.8474], [3.2998, -1.6055, -1.5251], [4.3194, -0.5244, -1.1577], [3.9610, -2.7505, -2.2927], [4.0474, -2.1263, 3.2152], [2.6385, -1.1720, 2.7374], [4.2035, -0.8994, 1.9563], [2.4702, -3.4032, 1.7554], [5.2017, -2.8792, 0.4716], [4.2353, -4.3350, 0.2637], [4.8984, -3.9288, 1.8463], [0.3217, -3.2611, 0.2483], [2.2971, -4.8761, -1.4314], [0.7265, -5.4068, -0.8425], [2.0112, -5.0523, 0.3013], [0.9842, -2.8995, -2.7105], [-0.1274, -1.8971, -1.7651], [-0.4923, -3.6001, -2.0623], [2.5854, -1.1392, -2.2148], [5.0875, -0.9088, -0.4838], [3.8462, 0.3252, -0.6631], [4.8278, -0.1585, -2.0536], [4.6293, -3.3427, -1.6713], [4.5544, -2.3395, -3.1149], [3.2239, -3.4211, -2.7309]], "atomic_forces_ev_per_a": [[-0.040, -0.092, 0.130], [-0.023, -0.014, 0.007], [0.000, 0.029, 0.021], [0.009, 0.051, -0.077], [0.037, 0.015, 0.004], [-0.014, 0.007, 0.006], [-0.054, 0.018, 0.007], [0.013, -0.067, 0.015], [-0.017, -0.019, -0.022], [-0.015, 0.043, -0.006], [0.023, -0.014, 0.028], [0.007, 0.049, -0.001], [0.034, 0.012, -0.034], [0.018, -0.028, 0.015], [-0.017, 0.027, -0.004], [0.020, 0.009, 0.035], [-0.016, -0.002, -0.086], [-0.002, -0.006, -0.003], [0.019, -0.019, -0.006], [-0.001, -0.018, 0.008], [-0.003, -0.006, 0.006], [0.004, -0.006, 0.010], [0.006, 0.006, 0.000], [-0.008, 0.004, 0.010], [-0.013, -0.003, -0.002], [-0.003, 0.007, -0.005], [-0.006, 0.019, -0.002], [0.004, -0.002, 0.006], [-0.017, -0.013, -0.001], [-0.003, -0.014, 0.010], [0.028, 0.004, 0.008], [-0.054, -0.025, -0.076], [0.047, -0.001, 0.052], [0.010, 0.025, -0.008], [-0.022, 0.014, 0.011], [0.010, 0.024, -0.001], [0.002, -0.014, 0.029], [0.003, -0.001, 0.001], [-0.016, 0.020, -0.011], [0.020, 0.007, -0.007], [0.012, -0.039, 0.007], [-0.003, 0.003, 0.001], [0.000, -0.031, 0.005], [0.013, 0.000, -0.002], [-0.007, -0.005, 0.004], [0.002, 0.001, 0.001], [-0.007, -0.014, -0.022], [0.002, -0.015, -0.002], [-0.029, -0.023, 0.051], [-0.016, -0.012, -0.061], [0.001, 0.042, 0.010], [-0.003, 0.041, -0.024], [0.020, -0.018, 0.012], [0.011, -0.012, -0.029], [0.005, 0.001, -0.001], [-0.014, -0.024, 0.000], [0.042, -0.030, -0.016], [-0.001, 0.036, 0.004], [-0.016, -0.003, -0.008], [0.000, 0.004, 0.000], [-0.003, 0.001, 0.002], [0.004, -0.006, -0.001], [0.001, -0.002, 0.005], [0.007, 0.006, -0.003], [-0.005, 0.005, 0.001], [0.003, 0.002, 0.001], [0.002, 0.000, -0.001], [-0.002, 0.008, 0.002], [-0.027, 0.010, 0.000], [0.038, -0.066, -0.026], [-0.081, -0.030, 0.015], [0.079, 0.041, -0.015], [-0.040, 0.022, 0.033], [0.038, 0.027, -0.024], [0.018, -0.004, -0.002], [-0.051, -0.003, -0.011], [0.014, -0.021, 0.003], [-0.008, -0.004, 0.012], [0.007, -0.005, 0.003], [0.006, 0.013, 0.007], [0.005, 0.014, -0.001], [0.028, 0.022, 0.019], [0.023, 0.040, 0.002], [-0.022, -0.030, -0.019], [-0.017, -0.010, 0.004], [-0.021, 0.020, 0.013], [0.026, 0.006, -0.015], [-0.002, 0.003, -0.007], [0.028, -0.009, 0.018], [-0.004, -0.005, -0.005], [-0.015, 0.008, -0.005], [-0.006, 0.006, 0.007], [-0.010, 0.021, -0.016], [0.012, -0.006, 0.013], [-0.003, 0.014, 0.008], [-0.001, -0.004, -0.007], [0.013, 0.012, -0.008], [-0.003, -0.002, -0.010], [-0.015, -0.020, 0.013]], "lumo_ev": [0.03, -0.14], "spin_multiplicity": 2, "e_homo_ev": [-6.0842, -8.0235], "s2": 0.75, "gap_ev": [6.12, 7.88]}


Record 8
{"formula": "C4H16N8O4", "method": "ωB97M-V with the def2-TZVPD basis set", "species": ["C", "O", "N", "N", "H", "H", "H", "H", "C", "O", "N", "N", "H", "H", "H", "H", "C", "O", "N", "N", "H", "H", "H", "H", "C", "O", "N", "N", "H", "H", "H", "H"], "coordinates": [[-0.7985, -1.1232, 0.0154], [-1.9392, -0.9507, 0.4364], [-0.2680, -2.3583, -0.1917], [0.0049, -0.0697, -0.2964], [-0.8358, -3.1442, 0.0617], [0.6779, -2.4369, -0.5128], [1.0095, -0.0714, -0.3747], [-0.4566, 0.8070, -0.1165], [3.2383, 0.0808, 0.5928], [3.1596, 0.4638, 1.7437], [2.9838, 0.8574, -0.4791], [3.6012, -1.2079, 0.2833], [3.2179, 0.6351, -1.4307], [2.6060, 1.7824, -0.3615], [4.1098, -1.7600, 0.9513], [3.9270, -1.3535, -0.6611], [-0.6647, 1.2320, -3.2112], [-0.1607, 2.2963, -2.9184], [-0.1355, 0.4494, -4.2130], [-1.8314, 0.6728, -2.7416], [0.7683, 0.6582, -4.5889], [-0.5940, -0.4080, -4.4541], [-2.2822, 0.0214, -3.3547], [-2.3911, 1.2214, -2.1127], [-2.3530, 0.5759, 3.9554], [-2.7872, 0.7532, 5.0836], [-1.1335, 1.0928, 3.5933], [-2.9797, -0.0836, 2.9507], [-0.6713, 1.6081, 4.3180], [-0.6232, 0.6540, 2.8490], [-3.8872, -0.4922, 3.0797], [-2.5115, -0.4024, 2.1049]], "atomic_forces_ev_per_a": [[0.248, -0.014, 0.060], [0.037, -0.209, -0.241], [-0.132, 0.394, -0.039], [-0.421, 0.303, 0.190], [0.187, -0.142, -0.004], [0.010, -0.354, 0.060], [-0.192, -0.181, -0.020], [0.307, 0.149, -0.071], [0.943, -0.245, 1.571], [-0.377, 0.094, -0.217], [-0.597, 0.929, -1.229], [0.086, -0.605, -1.123], [0.063, -0.297, 0.118], [0.146, -0.004, 0.372], [-0.128, 0.308, 0.399], [-0.034, -0.120, 0.066], [-0.186, -0.253, -1.390], [-0.100, -0.098, 0.947], [-0.017, -0.213, 0.112], [0.413, 0.612, 0.347], [-0.026, 0.119, -0.045], [0.327, -0.162, -0.109], [-0.339, -0.032, 0.230], [-0.122, -0.032, -0.086], [0.183, 0.021, 0.448], [-0.458, 0.029, -0.251], [-0.092, 0.072, -0.268], [-0.373, -0.582, -0.593], [0.320, -0.213, -0.012], [0.267, 0.206, 0.036], [0.056, 0.099, 0.533], [0.000, 0.422, 0.212]], "lumo_ev": -0.03, "e_homo_ev": -8.9715, "gap_ev": 8.94, "smiles": "NC(N)=O.NC(N)=O.NC(N)=O.NC(N)=O"}


The records above give, respectively, largest force on an atom values of 4.026 0.589 2.974 4.998 2.503 3.047 0.164 1.848 eV Å⁻¹.
The records above give, respectively, ΔE to the lowest compared entry with this formula, charge and spin values of 503.4 17.9 336.3 269.3 131.8 78.1 35.3 61.2 kJ/mol.
The records above give, respectively, E values of -16959.9719 -25997.6522 -39478.6634 -8428.4498 -11044.8909 -20281.3139 -209270.5011 -24522.3211 eV.